The following is a DFT calculation (ωB97M-V/def2-TZVPD) of a structure of composition C16H5CeF3N4O15 at a distorted geometry.

As for the LUMO energy (spin up / spin down): 0.75 / 0.74 eV. As for the spin multiplicity: 2. The net charge is -1. As for the expectation value of S²: 0.7508.

Positions of all 44 atoms, in Å:
Ce -0.14 1.39 -1.16
O 0.54 2.52 0.66
C 0.37 1.37 1.13
O -0.71 0.74 0.94
C 1.59 0.59 1.56
C 2.07 0.36 2.81
C 3.24 -0.41 2.96
C 3.89 -0.93 1.86
C 3.40 -0.72 0.59
C 2.22 0.06 0.36
O 1.74 0.29 -0.80
N 4.07 -1.35 -0.51
O 3.45 -1.57 -1.53
O 5.24 -1.65 -0.34
N 3.77 -0.66 4.26
O 4.79 -1.33 4.34
O 3.20 -0.18 5.22
H 1.56 0.73 3.69
H 4.79 -1.52 1.98
O -2.57 -0.67 -4.11
C -1.96 -0.38 -3.10
O -1.05 0.50 -2.93
C -2.29 -1.11 -1.76
C -1.25 -1.40 -0.88
C -1.56 -1.88 0.40
C -2.86 -2.13 0.79
C -3.87 -1.91 -0.14
C -3.60 -1.40 -1.40
N -5.24 -2.22 0.23
O -6.12 -1.91 -0.55
O -5.42 -2.79 1.28
N -0.47 -2.07 1.34
O -0.76 -2.29 2.49
O 0.66 -1.98 0.90
H -0.19 -1.32 -1.20
H -3.08 -2.50 1.78
H -4.40 -1.24 -2.11
F -0.32 4.82 -4.34
C -0.49 4.96 -3.01
F 0.44 5.82 -2.59
F -1.68 5.54 -2.83
C -0.37 3.59 -2.27
O 0.72 3.01 -2.37
O -1.37 3.20 -1.64


The following is a DFT calculation (ωB97M-V/def2-TZVPD) of a structure of composition C16H64B8Ca2O4 at a distorted geometry.

Its relative energy (zero: lowest compared OMol25 entry of this formula, charge and spin) is 7.778 eV. As for the LUMO energy: 6.92 eV. The net charge is -4.

Positions of all 94 atoms, in Å:
Ca -17.81 17.87 20.87
Ca -14.80 18.36 17.86
B -12.70 19.21 20.17
H -13.53 18.91 19.54
H -12.02 18.40 20.39
H -12.17 19.98 19.64
H -13.23 19.63 21.01
B -15.72 19.52 15.82
H -16.24 18.95 16.57
H -14.74 19.68 16.22
H -15.58 19.00 14.88
H -16.26 20.45 15.71
B -18.27 19.42 18.95
H -17.54 19.58 19.72
H -18.94 20.26 18.96
H -17.79 19.28 17.99
H -18.82 18.53 19.21
B -17.19 19.60 22.50
H -17.71 20.17 21.74
H -17.17 20.34 23.29
H -17.67 18.69 22.81
H -16.20 19.30 22.20
B -15.30 20.86 18.83
H -14.27 20.79 18.51
H -15.58 21.90 18.85
H -15.98 20.37 18.15
H -15.31 20.42 19.82
B -20.26 16.40 17.83
H -20.33 15.33 17.98
H -20.39 16.67 16.79
H -21.04 16.86 18.42
H -19.32 16.80 18.18
B -15.84 17.18 19.68
H -15.55 18.04 20.26
H -16.54 17.59 18.96
H -15.04 16.73 19.12
H -16.34 16.48 20.33
B -12.47 18.00 17.30
H -12.54 17.53 18.26
H -13.22 17.63 16.61
H -12.53 19.06 17.46
H -11.49 17.74 16.93
C -9.71 14.40 19.98
C -11.15 14.20 19.59
C -11.39 15.22 18.51
O -10.56 16.31 19.00
C -9.62 15.92 20.03
H -9.11 13.96 19.19
H -9.50 13.90 20.93
H -11.70 14.41 20.51
H -11.39 13.24 19.15
H -12.44 15.48 18.37
H -10.91 14.90 17.58
H -10.01 16.19 21.02
H -8.60 16.27 19.95
C -16.09 14.09 16.64
C -17.33 14.89 16.23
C -16.93 16.34 16.24
O -15.53 16.40 16.57
C -14.92 15.07 16.31
H -16.02 13.18 16.05
H -16.07 13.81 17.69
H -18.18 14.72 16.89
H -17.68 14.59 15.24
H -17.62 16.70 17.01
H -17.13 16.77 15.26
H -14.10 14.91 17.01
H -14.40 15.08 15.35
C -17.31 15.19 24.67
C -17.70 14.10 23.77
C -17.29 14.74 22.48
O -17.70 16.15 22.62
C -17.86 16.42 23.98
H -16.23 15.32 24.69
H -17.72 15.05 25.67
H -18.77 13.92 23.76
H -17.12 13.22 24.08
H -17.61 14.22 21.57
H -16.21 14.65 22.36
H -18.94 16.47 24.12
H -17.30 17.30 24.27
C -12.95 15.47 24.54
C -12.90 16.62 23.69
C -13.54 16.14 22.44
O -13.52 14.74 22.44
C -12.97 14.25 23.60
H -13.83 15.43 25.18
H -12.11 15.42 25.23
H -11.92 16.90 23.31
H -13.30 17.58 24.03
H -13.10 16.47 21.50
H -14.57 16.49 22.51
H -11.95 13.93 23.42
H -13.55 13.47 24.10


The following is a DFT calculation (ωB97M-V/def2-TZVPD) of a cluster of 16 separate species, C16H64N32O16 in total at a distorted geometry.

Its relative energy (zero: lowest compared OMol25 entry of this formula, charge and spin) is 10.493 eV. As for the LUMO energy: -0.16 eV.

Positions of all 128 atoms, in Å:
C -4.44 0.94 -0.50
O -4.95 1.63 -1.40
N -3.28 0.43 -0.55
N -5.06 0.40 0.55
H -3.14 -0.33 0.10
H -2.74 0.56 -1.40
H -4.51 -0.14 1.20
H -6.05 0.50 0.71
C -0.11 -5.64 1.42
O -0.97 -5.74 0.59
N 0.43 -4.52 1.86
N 0.28 -6.68 2.08
H 0.79 -4.51 2.80
H 0.09 -3.64 1.51
H 1.11 -6.62 2.65
H -0.03 -7.62 1.87
C -3.51 -3.07 -1.18
O -3.61 -2.61 -2.30
N -4.43 -3.13 -0.29
N -2.34 -3.44 -0.75
H -5.35 -2.72 -0.32
H -4.26 -3.84 0.41
H -1.69 -3.14 -1.46
H -1.98 -4.09 -0.06
C -3.14 -1.70 2.83
O -4.10 -0.95 2.67
N -3.31 -2.91 3.25
N -1.89 -1.44 2.63
H -2.47 -3.43 3.48
H -4.28 -3.15 3.40
H -1.67 -0.62 2.09
H -1.17 -2.07 2.94
C 0.09 -0.21 0.18
O 0.44 -1.06 1.00
N 0.01 1.03 0.44
N 0.03 -0.57 -1.06
H -0.71 1.46 -0.13
H 0.04 1.29 1.41
H -0.51 -0.10 -1.76
H 0.55 -1.41 -1.29
C -1.59 1.10 -4.02
O -1.18 0.43 -3.07
N -2.73 0.89 -4.69
N -1.08 2.08 -4.64
H -3.44 0.25 -4.38
H -3.02 1.46 -5.47
H -1.46 2.41 -5.51
H -0.12 2.26 -4.37
C 2.82 0.90 -3.91
O 3.34 1.98 -3.60
N 2.12 0.76 -4.88
N 2.82 -0.07 -3.07
H 1.98 1.45 -5.59
H 1.67 -0.11 -5.14
H 2.17 -0.79 -3.33
H 3.19 0.01 -2.13
C 2.71 -2.15 4.15
O 2.31 -1.23 4.88
N 3.43 -3.18 4.50
N 2.49 -2.09 2.89
H 3.78 -3.77 3.76
H 3.54 -3.26 5.50
H 2.81 -2.87 2.33
H 1.67 -1.55 2.66
C 1.04 4.23 -2.33
O 0.20 4.98 -1.92
N 1.86 4.29 -3.38
N 1.11 3.12 -1.77
H 2.55 3.56 -3.34
H 1.80 5.07 -4.02
H 1.65 2.29 -2.00
H 0.50 3.04 -0.98
C -2.34 4.28 0.34
O -1.47 3.53 0.47
N -3.54 4.01 0.80
N -2.31 5.39 -0.31
H -3.60 3.18 1.36
H -4.24 4.68 0.50
H -1.43 5.27 -0.80
H -3.09 5.98 -0.57
C -0.84 1.61 4.01
O -0.34 1.25 2.96
N -0.28 1.45 5.17
N -1.87 2.42 4.14
H -0.84 1.37 6.01
H 0.55 0.88 5.18
H -2.38 2.68 3.31
H -2.02 2.75 5.08
C 0.29 5.81 2.83
O 1.01 6.75 3.27
N -0.99 5.79 2.66
N 0.83 4.68 2.50
H -1.30 5.00 2.12
H -1.63 6.48 3.03
H 1.81 4.53 2.68
H 0.27 3.95 2.09
C -0.64 -2.74 -4.77
O 0.41 -2.16 -5.08
N -1.26 -3.63 -5.46
N -1.39 -2.23 -3.87
H -0.81 -3.89 -6.32
H -2.16 -3.97 -5.15
H -1.01 -1.42 -3.39
H -2.27 -2.70 -3.75
C 1.69 -3.68 -2.02
O 0.45 -3.93 -1.92
N 2.42 -3.51 -3.14
N 2.49 -3.75 -0.95
H 3.42 -3.39 -3.24
H 1.76 -3.45 -3.90
H 3.31 -3.17 -1.05
H 2.18 -4.05 -0.04
C 3.52 2.33 2.60
O 4.22 2.11 1.67
N 2.51 1.56 2.81
N 3.66 3.30 3.42
H 1.72 1.94 3.33
H 2.41 0.92 2.03
H 3.31 3.08 4.34
H 4.60 3.61 3.26
C 4.82 -0.96 -0.41
O 4.78 -1.96 -1.07
N 5.72 -0.06 -0.27
N 3.85 -0.48 0.28
H 6.39 -0.09 -1.03
H 5.37 0.78 0.14
H 4.14 0.28 0.87
H 3.05 -1.06 0.50


For reference, molecular weight by record: 690.3, 487.3, 960.9 g/mol.